An isolated ion of composition C4H9NO2 and charge +1 in a non-equilibrium geometry, computed with ωB97M-V/def2-TZVPD.

Values from the calculation:
frontier orbital gap (spin up / spin down) = 12.24 / 7.17 eV
charge = +1
molecular weight = 103.121 g/mol
ΔE to the lowest compared entry with this formula, charge and spin = 1.005 eV
strongest force on any atom = 3.87 eV Å⁻¹
2S+1 = 2

Cartesian coordinates (Å):
C 0.207 1.853 1.189
N 0.414 0.450 0.905
C 1.385 -0.175 1.794
C 0.594 0.119 -0.500
C -0.635 -0.628 -1.000
O -0.805 -0.595 -2.306
O -1.357 -1.208 -0.247
H 1.071 2.501 1.020
H 0.008 2.065 2.247
H -0.723 2.182 0.723
H 1.090 -0.184 2.839
H 1.513 -1.200 1.434
H 2.412 0.220 1.738
H 1.376 -0.640 -0.621
H 0.892 0.987 -1.084
H -1.714 -0.845 -2.498

A 2-piece molecular cluster, C6H16NS overall in a non-equilibrium geometry, computed with ωB97M-V/def2-TZVPD.

Values from the calculation:
frontier orbital gap = 7.55 eV
charge = +1
molecular weight = 134.268 g/mol
ΔE to the lowest compared entry with this formula, charge and spin = 2.408 eV
strongest force on any atom = 4.06 eV Å⁻¹
2S+1 = 1

Cartesian coordinates (Å):
C 1.186 1.272 3.089
C -0.892 0.472 -2.685
C 1.115 -0.198 -1.603
C -0.453 -1.887 -2.139
C -0.116 1.190 2.253
C -0.047 -0.182 1.512
N -0.022 -0.517 -2.104
S -1.651 -0.929 0.906
H 1.173 2.034 3.799
H 2.042 1.612 2.471
H 1.485 0.391 3.567
H -0.906 0.457 -3.802
H -1.881 0.434 -2.276
H -0.283 1.384 -2.435
H 0.598 -0.034 0.693
H 1.795 -0.975 -1.300
H 1.458 0.833 -1.728
H -1.408 -1.984 -1.801
H -0.724 -2.051 -3.236
H 0.268 -2.565 -1.673
H 0.026 2.094 1.573
H -0.931 1.461 2.818
H 0.434 -0.947 2.091
H -2.266 -1.366 2.011

One molecule with the formula C16H29N3O2S, computed with ωB97M-V/def2-TZVPD.

Values from the calculation:
frontier orbital gap = 8.44 eV
charge = 0
molecular weight = 327.494 g/mol
ΔE to the lowest compared entry with this formula, charge and spin = 0.172 eV
strongest force on any atom = 0.98 eV Å⁻¹
2S+1 = 1

Cartesian coordinates (Å):
C -2.224 -1.268 3.358
C -2.602 -1.573 2.131
C -3.506 -0.714 1.300
N -3.127 -0.701 -0.087
C -2.024 -0.150 -0.685
N -2.036 -0.362 -1.964
N -3.161 -1.078 -2.207
C -3.863 -1.313 -1.074
S -5.285 -2.116 -0.911
H -3.404 -1.374 -3.137
C -0.953 0.584 0.042
C 0.145 -0.396 0.506
H 1.054 0.167 0.714
C 0.475 -1.478 -0.520
C 1.867 -2.066 -0.250
O 2.825 -1.067 -0.478
C 4.150 -1.498 -0.250
C 5.095 -0.334 -0.524
C 6.549 -0.729 -0.308
H 6.710 -1.053 0.717
H 6.828 -1.544 -0.972
H 7.203 0.116 -0.509
H 4.942 -0.002 -1.552
H 4.826 0.492 0.135
H 4.258 -1.842 0.791
H 4.388 -2.347 -0.911
H 1.920 -2.429 0.789
H 2.043 -2.927 -0.917
O -0.517 -2.480 -0.420
H -0.380 -3.134 -1.115
H 0.477 -1.042 -1.529
H -0.178 -0.903 1.417
H -1.390 1.030 0.940
C -0.360 1.695 -0.834
C -1.386 2.716 -1.332
C -2.187 3.422 -0.237
C -1.315 4.188 0.751
H -0.694 3.513 1.334
H -1.935 4.756 1.440
H -0.666 4.882 0.222
H -2.871 4.124 -0.721
H -2.802 2.698 0.300
H -0.851 3.471 -1.914
H -2.081 2.215 -2.008
H 0.114 1.238 -1.702
H 0.414 2.205 -0.259
H -3.544 0.309 1.689
H -4.521 -1.136 1.317
H -2.284 -2.488 1.652
H -1.598 -1.924 3.939
H -2.537 -0.356 3.841

A 40-piece molecular cluster, H80O40 overall in a non-equilibrium geometry, computed with ωB97M-V/def2-TZVPD.

Values from the calculation:
frontier orbital gap = 9.77 eV
charge = 0
molecular weight = 720.600 g/mol
ΔE to the lowest compared entry with this formula, charge and spin = 8.496 eV
strongest force on any atom = 3.57 eV Å⁻¹
2S+1 = 1

Cartesian coordinates (Å):
H 2.045 5.129 -1.872
H 0.620 5.577 -2.219
O 1.294 5.626 -1.532
H -0.647 -1.836 2.195
H 0.497 -2.621 2.917
O -0.061 -2.589 2.129
H 0.338 -2.196 -6.328
H -0.918 -2.699 -5.516
O -0.015 -2.883 -5.766
H -0.039 1.176 -3.221
H 0.373 2.536 -2.711
O 0.012 2.107 -3.460
H 2.907 -1.985 -1.740
H 3.472 -3.282 -1.806
O 2.936 -2.701 -2.356
H 2.313 -1.369 0.579
O 2.472 -0.620 1.132
H -2.776 -4.708 -3.562
O -2.850 -5.578 -3.178
H 2.477 1.521 -1.567
H 2.030 0.669 -0.277
O 2.364 0.639 -1.181
H 3.171 -2.763 2.750
H 2.044 -1.900 2.700
O 2.763 -2.075 3.335
H -2.235 4.262 -0.257
H -3.014 3.761 1.126
O -2.627 3.570 0.283
H 0.777 -3.212 -2.541
H 0.388 -3.194 -3.914
O -0.008 -2.894 -3.073
H -1.571 3.501 4.035
O -1.700 3.813 3.136
H 2.639 1.585 -3.387
H 1.696 2.673 -3.884
O 2.567 2.508 -3.606
H -4.620 -1.911 4.653
H -4.783 -0.757 3.630
O -4.374 -1.004 4.451
H -0.615 -0.459 6.464
H -1.656 0.553 5.930
O -0.766 0.453 6.256
H 1.498 2.555 1.244
H 2.006 3.999 1.367
O 2.167 3.190 0.989
H -4.066 1.677 2.065
H -4.531 0.795 0.820
O -4.622 0.943 1.800
H -3.920 1.809 -0.480
H -4.198 0.983 -1.633
O -4.653 1.265 -0.826
H 0.723 -5.614 2.033
O 0.680 -5.953 2.921
H -2.296 -2.627 -0.606
H -0.735 -2.470 -0.111
O -1.362 -2.427 -0.838
H 3.286 2.620 2.322
O 3.619 2.073 3.033
H 0.794 1.703 3.369
H 0.570 2.215 4.753
O 0.421 2.462 3.835
H -1.996 -1.599 4.450
H -2.161 -2.819 5.375
O -1.920 -1.887 5.368
H 2.727 -3.405 0.595
H 1.289 -3.356 0.608
O 1.999 -3.534 -0.013
H -0.880 1.824 0.008
H -0.953 2.083 1.588
O -0.861 1.446 0.887
H 3.987 -0.212 -0.607
H 5.351 -0.474 -0.938
O 4.656 -0.926 -0.410
H -1.489 -0.031 -5.998
H -0.666 -0.701 -4.785
O -0.767 -0.520 -5.721
H 4.264 -0.889 3.281
H 4.837 -1.114 1.839
O 4.688 -0.448 2.518
H 5.631 1.723 -2.967
H 4.733 1.048 -1.877
O 5.214 0.899 -2.703
H -2.748 -1.000 0.866
H -4.220 -1.112 1.130
O -3.596 -1.270 0.412
H 0.755 1.420 -5.559
H 1.823 0.733 -6.194
O 1.367 1.582 -6.289
H 5.118 3.407 -0.616
O 4.460 2.711 -0.727
H -5.158 0.042 -2.416
H -5.119 -1.358 -1.913
O -5.706 -0.753 -2.382
H -0.211 -6.127 3.189
H 3.327 -0.254 1.380
H 4.268 1.376 2.959
H -1.993 -5.575 -2.726
H -2.572 3.713 2.775
H 3.677 3.057 -0.270
O -1.810 -0.661 2.139
H -2.686 -0.240 2.211
H -1.152 0.008 1.777
O -0.527 -0.040 -1.736
H 0.413 -0.113 -1.536
H -0.988 -0.908 -1.607
O -0.299 5.412 0.041
H 0.252 5.803 -0.632
H 0.252 5.275 0.801
O -3.797 1.779 -3.600
H -4.230 1.956 -4.431
H -3.872 2.585 -3.077
O -2.565 -1.717 -3.391
H -2.375 -2.025 -2.501
H -3.401 -1.987 -3.669
O 3.892 -4.102 1.951
H 4.788 -4.257 2.283
H 3.492 -4.979 2.020
O -2.651 1.820 4.723
H -3.391 1.830 5.328
H -2.804 1.242 3.987

One molecule with the formula C5H9NO in a non-equilibrium geometry, computed with ωB97M-V/def2-TZVPD.

Values from the calculation:
frontier orbital gap = 11.40 eV
charge = 0
molecular weight = 99.133 g/mol
ΔE to the lowest compared entry with this formula, charge and spin = 1.520 eV
strongest force on any atom = 1.25 eV Å⁻¹
2S+1 = 1

Cartesian coordinates (Å):
C -1.050 -0.786 0.701
C -0.216 0.358 0.013
C -0.339 0.163 -1.516
C 1.297 0.293 0.358
O 1.725 -0.998 -0.035
C -0.902 1.491 0.660
N -1.553 2.143 1.362
H -0.412 -1.658 0.763
H -1.449 -0.566 1.701
H -1.927 -0.990 0.079
H -1.323 0.435 -1.904
H -0.176 -0.906 -1.685
H 0.423 0.679 -2.110
H 1.872 1.056 -0.197
H 1.458 0.477 1.428
H 2.572 -1.191 0.381

Number 1: total energy -362.72307 Ha. Number 2: total energy -690.82304 Ha. Number 3: total energy -1339.98197 Ha. Number 4: total energy -3057.44511 Ha. Number 5: total energy -325.88169 Ha.